Formula: C32H85N9O13
Source: OMol25
Level of theory: ωB97M-V/def2-TZVPD

Element x y z (Å)
C 1.71246 7.56033 0.38974
O 1.77200 6.51144 1.34590
C 1.51255 6.94410 2.69297
C 1.33599 5.66394 3.62584
N 2.47402 4.75123 3.53957
C 2.37659 3.73464 4.54611
C 3.51149 2.67965 4.44539
O 4.72537 3.35079 4.87141
C 5.72508 2.41983 4.77310
H 2.40393 7.45770 -0.44658
H 1.85531 8.59619 0.69747
H 0.73863 7.62396 -0.09576
H 0.67252 7.63202 2.78895
H 2.30029 7.66031 2.92664
H 0.36436 5.28642 3.30726
H 1.29951 6.09314 4.62712
H 2.35575 4.29206 2.64779
H 1.45845 3.16772 4.39217
H 2.37096 4.25729 5.50261
H 3.66364 2.26411 3.44926
H 3.24779 1.86041 5.11428
H 6.67436 2.95465 4.74268
H 5.76819 1.66292 3.98994
H 5.88248 1.99423 5.76415
C -4.67485 -1.33785 10.61011
O -3.71538 -0.69555 9.85116
C -2.42980 -1.33504 9.81934
C -1.45003 -0.26870 9.20760
N -1.93086 -0.01968 7.81484
C -1.53500 -1.14100 6.93984
C -2.11794 -1.02978 5.56294
O -1.33031 -1.77160 4.56889
C -2.01227 -1.80083 3.29657
H -4.52379 -1.25744 11.68660
H -4.80041 -2.39180 10.36206
H -5.66694 -0.95659 10.36821
H -2.57591 -2.32447 9.38600
H -2.12687 -1.63976 10.82108
H -0.40510 -0.57387 9.15185
H -1.48421 0.68190 9.73984
H -2.92137 -0.09385 7.99787
H -1.82440 -2.14505 7.25012
H -0.44727 -1.16765 6.87486
H -2.15587 0.02603 5.29479
H -3.10904 -1.47978 5.62052
H -2.67702 -2.66006 3.20764
H -1.21289 -2.02061 2.58892
H -2.48215 -0.82850 3.14862
C -3.26279 -7.46125 -9.35898
O -2.76835 -6.34971 -8.49422
C -2.41238 -5.13115 -9.13823
C -2.11314 -4.06593 -8.03759
N -1.05552 -4.49833 -7.13440
C -0.72143 -3.66562 -6.00229
C 0.40834 -2.78166 -6.56628
O 1.01457 -2.18159 -5.49648
C 1.89839 -1.05449 -5.74172
H -2.53342 -7.63373 -10.15042
H -4.12006 -7.17114 -9.96648
H -3.56290 -8.33862 -8.78603
H -3.26928 -4.78258 -9.71470
H -1.56884 -5.26255 -9.81593
H -3.00768 -3.95688 -7.42439
H -1.79819 -3.07353 -8.36017
H -1.18470 -5.49340 -7.01936
H -0.32129 -4.07448 -5.07448
H -1.57006 -3.00100 -5.84045
H -0.14668 -2.09139 -7.20156
H 1.23064 -3.25890 -7.09935
H 2.55561 -1.60965 -6.41103
H 2.50118 -0.72816 -4.89423
H 1.41012 -0.19374 -6.19864
C 4.34250 -2.99759 0.19602
O 5.57477 -3.45750 -0.35800
C 6.27498 -2.42313 -1.16325
C 7.73904 -2.73926 -1.49304
N 8.64556 -2.06444 -0.50893
C 10.00287 -1.79358 -1.04619
C 11.04950 -2.99237 -0.71964
O 10.66658 -3.98958 -1.71815
C 10.88360 -5.35690 -1.32925
H 4.02584 -3.71811 0.95013
H 3.63503 -2.88831 -0.62596
H 4.51912 -2.15400 0.86329
H 6.30164 -1.56239 -0.49505
H 5.78040 -2.05236 -2.06104
H 7.96002 -2.23319 -2.43280
H 8.02573 -3.79043 -1.52343
H 8.32755 -1.22509 -0.04583
H 10.40299 -1.09260 -0.31365
H 9.99654 -1.30452 -2.02029
H 10.89350 -3.36765 0.29176
H 12.11495 -2.79093 -0.83072
H 10.68373 -6.03382 -2.15988
H 10.44984 -5.76164 -0.41485
H 11.93301 -5.42020 -1.04148
C -5.21105 5.47110 1.43522
O -5.00331 5.29652 0.03649
C -5.90286 4.44326 -0.63116
C -5.91552 3.00228 -0.00703
N -7.08037 2.34381 -0.62440
C -7.04328 0.94351 -0.47243
C -8.09887 0.26123 -1.28153
O -8.28087 -1.06909 -0.81380
C -9.32458 -1.80808 -1.40126
H -4.39372 6.12673 1.73559
H -5.12588 4.43978 1.77758
H -6.16030 5.91783 1.73094
H -5.53867 4.33255 -1.65253
H -6.88243 4.88860 -0.80497
H -6.00586 2.89539 1.07396
H -5.05632 2.37610 -0.24738
H -7.22461 2.61441 -1.58672
H -7.28257 0.72289 0.56784
H -6.14276 0.33706 -0.56928
H -7.72134 0.07094 -2.28620
H -8.98877 0.85191 -1.49895
H -10.20223 -1.50414 -0.83078
H -9.26200 -2.89089 -1.29304
H -9.39485 -1.63781 -2.47559
C 0.74551 1.91708 -0.71823
O 1.70242 1.81588 0.13479
N 0.40970 0.88312 -1.57262
N -0.02288 2.96669 -0.77887
H -0.31596 1.11370 -2.23619
H 1.08523 0.15714 -1.76420
H -0.78397 2.92889 -1.44175
H 0.36318 3.82657 -0.41602
C -4.51167 1.34621 -4.92480
O -3.64229 1.31673 -4.02589
N -5.15544 2.37924 -5.32276
N -4.79291 0.26401 -5.62793
H -4.68522 3.21919 -5.01701
H -5.88819 2.37297 -6.01784
H -4.44776 -0.65721 -5.39914
H -5.45616 0.39101 -6.37897
O 7.02132 2.46983 0.22269
H 6.25791 2.46240 0.80006
H 6.93674 3.28214 -0.27656

Computed properties:
- Total charge: 0
- DFT total energy: -2740.74261 a.u.
- E_LUMO: 0.005 Ha
- Orbital gap: 8.307 eV

=====

Formula: C32H86N2O10
Source: OMol25
Level of theory: ωB97M-V/def2-TZVPD

Element x y z (Å)
C -0.13065 1.24222 1.88699
C -0.48150 0.03847 1.01731
C 0.53653 -0.13975 -0.05656
O 0.43858 0.95832 -1.05120
C -0.41166 0.65391 -2.14724
N -0.59613 -1.12883 1.89046
H 0.69983 1.04199 2.56398
H -0.94951 1.56317 2.53086
H 0.22218 2.07327 1.27629
H -1.46587 0.16805 0.56751
H 0.61238 -1.08052 -0.60180
H 1.52953 -0.08045 0.38902
H -0.74385 1.62081 -2.52523
H -1.22901 -0.02562 -1.90582
H 0.20855 0.12185 -2.86858
H -1.32604 -1.11972 2.58848
H 0.27609 -1.18043 2.39707
C 1.48691 -5.85081 2.10778
C 0.97475 -4.61784 2.76117
C 1.95925 -3.49157 3.00662
O 1.24344 -2.34686 3.47211
C 2.05377 -1.28171 3.91349
N -0.06944 -4.15974 1.85687
H 2.19619 -5.61327 1.31494
H 0.73167 -6.55963 1.76825
H 2.00133 -6.40408 2.89351
H 0.49090 -4.88150 3.70162
H 2.47021 -3.16810 2.09977
H 2.70718 -3.85221 3.71276
H 1.43980 -0.47646 4.31689
H 2.70713 -0.97472 3.09681
H 2.72293 -1.60877 4.70933
H 0.35084 -4.19088 0.93899
H -0.28585 -3.18218 1.98969
C -2.27528 4.62124 1.26068
C -1.25969 5.57933 1.82774
C -0.96679 6.70335 0.76111
O -1.86853 6.10954 3.02268
H -3.06160 5.17079 0.74321
H -2.64076 4.03931 2.10679
H -1.68400 3.93471 0.65474
H -0.30557 5.08115 1.99967
H -1.78334 7.40571 0.59359
H -0.63203 6.25133 -0.17255
H -0.06918 7.26017 1.03003
H -1.95603 5.35938 3.61530
C 0.41655 -2.80961 -6.24205
C 1.51369 -1.83690 -6.73218
C 2.13881 -1.16838 -5.52650
O 2.53635 -2.55642 -7.35218
H -0.09087 -3.24485 -7.10297
H -0.22458 -2.34023 -5.49590
H 0.93842 -3.62298 -5.73790
H 1.04561 -1.16973 -7.45597
H 3.14940 -0.84534 -5.77640
H 2.18139 -1.86358 -4.68807
H 1.55702 -0.34777 -5.10673
H 2.53743 -3.47622 -7.07731
C -0.63515 5.53694 -3.02710
C 0.85819 5.37406 -3.37522
C 1.17429 3.88466 -3.29401
O 1.11607 5.79035 -4.72496
H -1.27798 5.29900 -3.87460
H -0.88486 6.57714 -2.81795
H -0.91655 4.96615 -2.14216
H 1.44296 6.01782 -2.71815
H 1.28898 3.51677 -2.27440
H 2.13812 3.79354 -3.79484
H 0.49898 3.15252 -3.73675
H 0.68606 6.64825 -4.69867
C 3.77465 -2.34333 -0.32776
C 4.29668 -1.58018 -1.52636
C 3.56006 -0.28669 -1.69619
O 5.62112 -1.30082 -1.33945
H 4.37780 -2.20399 0.56940
H 3.84890 -3.40698 -0.55407
H 2.79342 -2.14799 0.10483
H 4.08399 -2.12346 -2.44706
H 3.60213 0.36610 -0.82430
H 2.49009 -0.40901 -1.86444
H 3.92383 0.37692 -2.48067
H 6.02880 -0.77566 -2.03199
C -4.45903 -3.54298 0.02249
C -3.83689 -2.43050 0.86995
C -4.37173 -1.12437 0.36383
O -4.25113 -2.68893 2.16687
H -5.49501 -3.25043 -0.14858
H -4.61684 -4.47261 0.56928
H -4.15619 -3.65956 -1.01809
H -2.77148 -2.50419 0.65182
H -3.78288 -0.27261 0.70420
H -5.37616 -0.85050 0.68668
H -4.36847 -1.10960 -0.72606
H -3.72470 -3.33230 2.64706
C -0.49590 -2.94350 -2.58340
C -0.52362 -3.73632 -1.26785
C -1.13943 -5.13688 -1.38679
O 0.80155 -4.01093 -0.86428
H -0.18716 -3.58094 -3.41191
H 0.23676 -2.14302 -2.48060
H -1.45316 -2.46335 -2.78641
H -0.98101 -3.12342 -0.49116
H -2.20531 -5.01180 -1.57740
H -1.06492 -5.70888 -0.46193
H -0.67883 -5.75424 -2.15803
H 1.21470 -4.55991 -1.53476
C -6.20837 2.10859 2.60937
C -5.32597 1.80453 3.82372
C -3.84624 1.31159 3.55617
O -5.21727 2.94686 4.66057
H -6.38615 1.18150 2.06439
H -5.66598 2.75490 1.91930
H -7.17355 2.45810 2.97594
H -5.83234 1.12953 4.51370
H -3.82106 0.29653 3.15980
H -3.26908 1.26779 4.47980
H -3.40972 1.96205 2.79824
H -6.08876 3.11438 5.02668
C 4.16869 1.26773 3.28490
C 3.49736 1.99679 2.12357
C 3.01311 3.33291 2.61543
O 4.42147 2.22202 1.11021
H 4.39159 0.21726 3.09798
H 3.48025 1.24007 4.12953
H 5.04023 1.84083 3.60124
H 2.67803 1.41642 1.69934
H 2.73173 3.97396 1.77999
H 3.89992 3.81198 3.03036
H 2.13787 3.26229 3.26124
H 5.01356 1.47066 1.02950

Computed properties:
- Total charge: 0
- DFT total energy: -2132.55902 a.u.
- E_LUMO: 0.015 Ha
- Orbital gap: 9.135 eV

=====

Formula: C32H87FINO16S
Source: OMol25
Level of theory: ωB97M-V/def2-TZVPD

Element x y z (Å)
C -8.82115 -5.86982 -3.84559
C -7.20087 -5.65820 -3.68374
O -6.41710 -6.57411 -4.31753
O -6.52828 -4.61156 -2.89717
C -7.31442 -3.36817 -2.83241
C -6.47687 -2.24607 -1.97607
C -5.07819 -1.74336 -2.69273
N -5.27778 -1.10235 -4.05894
C -5.17678 -2.15295 -5.17979
C -6.49482 -2.03924 -6.19274
C -7.46853 -0.76237 -5.85588
I -5.96274 -1.93953 -8.32018
S -3.92798 -0.00243 -4.43677
O -2.57374 -0.78128 -4.21102
O -3.89052 1.24936 -3.52767
F -4.08660 0.52658 -6.09628
H -9.47354 -5.20408 -3.11342
H -9.11470 -5.52111 -4.93633
H -9.18123 -6.98703 -3.65047
H -8.28327 -3.62232 -2.18455
H -7.71541 -2.98213 -3.86404
H -6.14256 -2.77143 -0.95881
H -7.20725 -1.38204 -1.67655
H -4.22217 -2.57465 -2.68621
H -4.65604 -0.87452 -1.99124
H -4.21086 -2.02586 -5.82827
H -5.12503 -3.21355 -4.63978
H -7.13195 -3.02231 -5.96634
H -7.79819 -0.67636 -4.73277
H -8.46802 -0.91831 -6.48628
H -6.96300 0.23556 -6.27210
C -1.09787 2.62472 -0.95398
C -0.65630 1.17859 -0.86489
O -1.77156 0.34758 -0.57863
H -1.56087 2.94408 -0.01456
H -0.24873 3.27916 -1.16974
H -1.85016 2.75247 -1.73918
H 0.07877 1.05130 -0.06474
H -0.20400 0.84776 -1.80484
H -2.41474 0.46156 -1.29928
C 3.50484 5.39851 0.53607
C 2.44115 4.53250 -0.10640
O 1.16410 4.86238 0.41958
H 3.50931 5.26000 1.62219
H 4.49609 5.15347 0.14459
H 3.30482 6.45900 0.35125
H 2.63249 3.47521 0.09927
H 2.42155 4.67499 -1.19122
H 1.00016 5.80101 0.22434
C 3.25202 -0.10107 -0.01886
C 4.47916 0.41359 -0.74236
O 5.64871 0.08808 -0.00581
H 3.18607 0.33376 0.98385
H 2.34128 0.14577 -0.57159
H 3.30416 -1.18734 0.10806
H 4.43350 1.50155 -0.84748
H 4.55932 -0.02653 -1.74106
H 5.68435 -0.88056 0.07472
C 6.27951 -0.27243 3.98663
C 6.00239 -1.74576 3.77048
O 6.63761 -2.18939 2.58052
H 5.91731 0.31576 3.13710
H 5.79286 0.08632 4.89787
H 7.35590 -0.08813 4.06556
H 4.92746 -1.92248 3.67009
H 6.37324 -2.34209 4.60975
H 7.59255 -2.03584 2.68320
C -1.90875 0.99053 -10.35960
C -3.37939 0.66677 -10.52270
O -3.67383 -0.57697 -9.90405
H -1.29016 0.20453 -10.80503
H -1.66439 1.94449 -10.83514
H -1.63930 1.04541 -9.29980
H -3.63954 0.59107 -11.58260
H -4.00454 1.44159 -10.06842
H -3.44719 -0.49657 -8.96162
C -1.29180 3.97199 3.00632
C -2.16665 4.96339 3.74521
O -3.39826 5.12968 3.05833
H -1.09794 4.31644 1.98522
H -0.33639 3.83594 3.52066
H -1.79029 3.00052 2.92528
H -1.67435 5.93853 3.80460
H -2.37582 4.61987 4.76294
H -3.83142 4.25974 3.01834
C 10.81538 -3.27336 4.03872
C 10.84553 -2.26906 2.90529
O 9.83813 -1.28744 3.09998
H 9.83616 -3.75994 4.09554
H 11.58327 -4.03973 3.90122
H 10.98051 -2.77710 5.00063
H 10.65821 -2.76560 1.94866
H 11.81722 -1.76878 2.84998
H 10.01835 -0.84660 3.94804
C 1.18058 -3.71885 -1.46474
C 2.40772 -3.20419 -2.18824
O 3.57727 -3.52970 -1.45169
H 1.11464 -3.28402 -0.46202
H 0.26984 -3.47200 -2.01747
H 1.23272 -4.80511 -1.33782
H 2.36206 -2.11623 -2.29335
H 2.48788 -3.64431 -3.18693
H 3.61291 -4.49834 -1.37116
C -7.36835 -7.47586 0.98680
C -7.33819 -6.47155 -0.14664
O -8.34559 -5.48994 0.04806
H -8.34757 -7.96244 1.04361
H -6.60046 -8.24223 0.84929
H -7.20322 -6.97960 1.94870
H -7.52552 -6.96810 -1.10327
H -6.36650 -5.97128 -0.20195
H -8.16538 -5.04910 0.89611
C 15.17997 -3.65941 2.48452
C 15.10135 -4.54599 3.71008
O 13.92281 -5.33659 3.66210
H 14.30314 -3.00632 2.42535
H 16.08089 -3.04001 2.50844
H 15.19031 -4.26197 1.57040
H 15.06894 -3.93949 4.61996
H 15.96822 -5.21122 3.76947
H 13.96531 -5.87753 2.85488
C -2.53978 6.55135 7.98064
C -2.09821 5.10522 8.06972
O -3.21346 4.27421 8.35598
H -3.00278 6.87071 8.92006
H -1.69064 7.20579 7.76488
H -3.29207 6.67911 7.19544
H -1.36313 4.97793 8.86988
H -1.64591 4.77439 7.12978
H -3.85665 4.38820 7.63534
C -3.76797 9.92936 5.41477
C -2.31956 9.48640 5.42461
O -2.23257 8.10500 5.10759
H -4.35219 9.35036 6.13748
H -3.85269 10.99129 5.66178
H -4.21864 9.75882 4.43160
H -1.87953 9.63797 6.41466
H -1.73132 10.05173 4.69530
H -2.61829 7.98231 4.22318

Computed properties:
- Total charge: 0
- DFT total energy: -3325.37100 a.u.
- E_LUMO: -0.050 Ha
- Orbital gap: 8.097 eV

=====

Among the records above, which one has the highest orbital gap? C32H86N2O10